Here is a 11-piece molecular cluster, C33H88O33S11 overall from OMol25. Energies are from ωB97M-V/def2-TZVPD.

ORCA input file:
```
! wB97M-V def2-TZVPD RIJCOSX def2/J DEFGRID3
* xyz 0 1
O -6.80089 4.51900 -1.52032
S -6.05038 3.32258 -1.29273
O -4.81781 3.02464 -1.98764
O -5.74951 3.31254 0.30278
C -4.75153 2.38100 0.79290
C -4.72003 2.38033 2.29046
C -7.13283 1.86845 -1.40580
H -3.78241 2.71141 0.41821
H -4.94988 1.41299 0.32677
H -5.48166 1.85981 2.86471
H -4.65505 3.42531 2.60886
H -3.74169 2.00177 2.59940
H -6.62087 1.06254 -0.89263
H -7.16629 1.69013 -2.48303
H -8.16388 2.07788 -1.14053
O 3.30427 -3.58759 0.09632
S 4.19034 -3.50799 1.23372
O 4.23551 -2.25797 1.93606
O 3.84492 -4.54770 2.39706
C 3.87629 -5.94704 2.09295
C 4.48393 -6.74025 3.25357
C 5.84486 -4.05426 0.67201
H 4.38880 -6.16144 1.15675
H 2.83376 -6.25314 1.99485
H 3.98055 -6.52305 4.19497
H 5.52387 -6.46827 3.44788
H 4.44247 -7.79837 3.00298
H 5.76678 -4.95272 0.06546
H 6.56829 -4.18172 1.47153
H 6.12755 -3.25313 -0.01074
O 0.33901 4.39294 -1.50025
S 0.42583 5.61016 -0.72698
O 1.36727 6.66055 -1.03596
O -1.07134 6.30105 -0.68690
C -2.14668 5.35145 -0.50178
C -3.37756 6.06518 -0.07889
C 0.64105 5.28841 1.05914
H -1.85868 4.64260 0.27934
H -2.28336 4.80219 -1.43536
H -3.15241 6.79452 0.70838
H -4.10771 5.44981 0.44782
H -3.84290 6.63836 -0.87998
H -0.22020 4.77715 1.47077
H 0.72808 6.31716 1.39633
H 1.55484 4.70153 1.08023
O 4.46827 1.37557 5.73304
S 5.13994 1.09071 4.51318
O 6.21489 1.96003 4.06238
O 5.68387 -0.44376 4.73593
C 6.69654 -0.89178 3.81533
C 7.18833 -2.23311 4.36888
C 4.09410 0.77465 3.04827
H 7.50380 -0.16831 3.93558
H 6.34478 -0.98064 2.78823
H 6.41382 -2.74919 4.93207
H 8.04758 -2.10992 5.02690
H 7.54322 -2.81053 3.51196
H 3.60079 -0.18133 3.22478
H 4.63346 0.68840 2.11258
H 3.36782 1.57911 3.16159
O 0.25959 3.30961 -6.71233
S 0.30819 4.60208 -6.05208
O 1.58577 5.12150 -5.64841
O -0.46118 5.72294 -6.97695
C 0.34742 6.36482 -7.97496
C -0.69035 7.01486 -8.89578
C -0.71476 4.66590 -4.55449
H 0.86664 5.53895 -8.47156
H 1.07923 7.08865 -7.61956
H -0.22090 7.73800 -9.56390
H -1.49252 7.42567 -8.28186
H -1.24564 6.36449 -9.57595
H -0.73509 5.74019 -4.38190
H -0.18493 4.14614 -3.76190
H -1.69924 4.26785 -4.78508
O -2.29258 -3.03628 -0.19404
S -0.90873 -3.30634 0.08418
O -0.20019 -2.77152 1.22153
O -0.64596 -4.96352 0.11478
C 0.38303 -5.46247 0.95323
C -0.14274 -5.71695 2.36903
C -0.03417 -2.98526 -1.46857
H 1.23979 -4.78524 0.99648
H 0.76969 -6.38394 0.51623
H 0.22230 -6.71622 2.63448
H -1.22201 -5.86157 2.38768
H 0.18886 -4.99182 3.10811
H 0.02212 -1.89833 -1.56863
H -0.63997 -3.30647 -2.30820
H 0.98752 -3.31475 -1.29462
O -6.16303 -2.04375 -0.40994
S -5.90486 -1.75772 -1.78560
O -6.47405 -0.61909 -2.46027
O -4.29428 -1.70600 -1.94273
C -3.64441 -0.42897 -2.10717
C -2.63983 -0.60938 -3.23745
C -6.19177 -3.18761 -2.82342
H -3.14556 -0.15812 -1.17415
H -4.29708 0.40886 -2.35192
H -1.80765 -1.27401 -3.01403
H -2.16673 0.35885 -3.43409
H -3.17243 -0.88589 -4.14620
H -5.65906 -3.02330 -3.75073
H -7.28066 -3.22242 -2.85498
H -5.88179 -4.06498 -2.25954
O -5.38496 -3.25102 3.35223
S -4.85163 -1.92441 3.48064
O -5.64249 -0.87488 4.07817
O -3.42778 -1.96895 4.24531
C -2.49008 -3.02313 3.91574
C -2.34103 -3.90753 5.13044
C -4.37363 -1.26200 1.85125
H -1.52837 -2.53328 3.74996
H -2.83625 -3.51205 3.00398
H -3.27647 -4.02108 5.67827
H -1.64563 -3.47412 5.84713
H -2.06175 -4.89297 4.74818
H -3.94394 -1.93983 1.11558
H -3.62427 -0.51894 2.12931
H -5.22636 -0.80334 1.36092
O -0.66233 -0.54605 5.62494
S 0.32984 -0.04422 4.68805
O 1.15640 1.01162 5.22204
O 1.24260 -1.35925 4.30075
C 2.19690 -1.65502 5.34931
C 2.53170 -3.13523 5.34476
C -0.39295 0.29603 3.05798
H 1.74532 -1.41446 6.31725
H 3.08489 -1.02653 5.45273
H 1.66811 -3.76810 5.13879
H 2.73978 -3.43624 6.37769
H 3.43059 -3.39275 4.78865
H -1.27863 0.92627 3.10443
H -0.72494 -0.63612 2.60310
H 0.41270 0.80129 2.53001
O -2.16646 0.68151 0.23895
S -0.94768 1.31532 -0.23057
O -0.50479 2.50365 0.44730
O 0.27745 0.27427 -0.35305
C 1.61443 0.81153 -0.43117
C 2.47684 -0.44530 -0.47745
C -1.20278 1.68994 -2.01606
H 1.71095 1.40692 0.47855
H 1.75768 1.42021 -1.32516
H 2.03752 -1.16661 0.21700
H 3.53740 -0.34952 -0.26160
H 2.31042 -0.96602 -1.42432
H -2.16430 2.16923 -2.20520
H -1.08757 0.76560 -2.57487
H -0.46966 2.43023 -2.32399
O 0.91919 -1.04835 -4.02288
S 1.59071 0.17552 -4.37435
O 1.33772 1.40793 -3.65675
O 3.20562 -0.13263 -4.27792
C 4.09377 0.84533 -3.68975
C 5.27414 0.07475 -3.13947
C 1.54303 0.48063 -6.15973
H 3.45330 1.26592 -2.90655
H 4.33121 1.73774 -4.27170
H 5.83894 0.55734 -2.33942
H 6.00156 -0.13176 -3.92918
H 5.07510 -0.91569 -2.72679
H 1.67224 -0.49710 -6.62043
H 2.33452 1.18568 -6.38507
H 0.55417 0.83395 -6.44208
*
```

HOMO = -10.414 eV
Electronic energy = -8172.91144 Ha
SMILES = CCOS(C)(=O)=O.CCOS(C)(=O)=O.CCOS(C)(=O)=O.CCOS(C)(=O)=O.CCOS(C)(=O)=O.CCOS(C)(=O)=O.CCOS(C)(=O)=O.CCOS(C)(=O)=O.CCOS(C)(=O)=O.CCOS(C)(=O)=O.CCOS(C)(=O)=O
Molecular weight = 1365.77 g/mol
ΔE to the lowest compared entry with this formula, charge and spin = 242.9 kJ/mol



Here is a 8-piece molecular cluster, C33H89N9O10 overall from OMol25. Energies are from ωB97M-V/def2-TZVPD.

ORCA input file:
```
! wB97M-V def2-TZVPD RIJCOSX def2/J DEFGRID3
* xyz 0 1
C -1.94595 3.91591 4.07771
C -1.88931 3.88732 2.48749
C -0.62443 3.26510 1.98469
O 0.49113 4.14643 2.21186
C 1.70336 3.75233 1.53422
N -3.06267 3.13861 2.03183
H -1.92319 2.92179 4.52414
H -2.79505 4.46033 4.49091
H -1.14430 4.57229 4.41628
H -1.91932 4.92665 2.16037
H -0.72615 3.13775 0.90694
H -0.39727 2.34679 2.52617
H 1.60775 4.23817 0.56318
H 1.69082 2.67112 1.39662
H 2.63241 4.07652 2.00312
H -3.79846 3.82748 1.96728
H -3.45543 2.47647 2.68560
C 1.15945 -0.84458 -4.03354
C 0.50500 -1.32806 -5.34302
C 1.37772 -2.10320 -6.45817
O 2.70470 -1.59265 -6.41222
C 3.66619 -2.57946 -6.38827
N -0.59758 -2.21493 -4.90762
H 1.82395 -0.04395 -4.35840
H 1.69915 -1.61391 -3.48131
H 0.48572 -0.43412 -3.28140
H 0.09320 -0.46114 -5.85971
H 0.90859 -1.97718 -7.43394
H 1.31057 -3.18356 -6.33003
H 3.55402 -3.40718 -7.08855
H 3.86834 -2.95122 -5.38377
H 4.62538 -2.12025 -6.62740
H -0.19345 -3.12640 -4.74637
H -1.01156 -1.88601 -4.04708
C -1.03636 -8.41303 2.14616
C -0.31948 -7.14708 1.53640
C -0.53328 -5.86672 2.40400
O 0.15439 -4.70138 1.86565
C -0.17426 -4.26946 0.58135
N 1.13609 -7.39210 1.31789
H -1.06924 -9.28007 1.48641
H -2.07830 -8.18287 2.36862
H -0.52646 -8.59031 3.09309
H -0.60467 -7.05715 0.48822
H -0.05407 -5.99836 3.37412
H -1.58187 -5.62043 2.57107
H -1.21259 -4.33577 0.25644
H 0.41883 -4.77721 -0.17927
H -0.02640 -3.18992 0.55225
H 1.20487 -8.36036 1.03886
H 1.49363 -6.86270 0.53559
C -0.38504 -0.36998 4.60438
C -1.66706 -1.20427 4.32393
C -2.86314 -0.30721 4.50469
O -3.14687 -0.13026 5.95863
C -4.36354 -0.75186 6.36083
N -1.68595 -1.83183 2.92747
H -0.40543 0.55699 4.03132
H 0.35214 -1.03810 4.15909
H -0.08494 -0.23335 5.64331
H -1.85726 -2.04564 4.99029
H -3.81647 -0.67554 4.12573
H -2.85339 0.70174 4.09234
H -5.24144 -0.36277 5.84509
H -4.41290 -0.60868 7.44025
H -4.24170 -1.77924 6.01767
H -1.34280 -1.13914 2.27745
H -0.96516 -2.53920 2.91367
C 3.58382 5.84829 -2.14028
C 3.96156 4.38629 -2.54218
C 2.67134 3.64281 -3.03734
O 1.65770 3.27100 -2.07301
C 2.07804 2.28829 -1.21929
N 4.94200 4.36058 -3.66795
H 3.08306 6.44001 -2.90657
H 4.47999 6.46859 -2.12612
H 3.07299 6.01774 -1.19241
H 4.46005 3.85784 -1.72955
H 2.90202 2.70260 -3.53823
H 2.25322 4.12715 -3.91977
H 1.32116 1.92684 -0.52318
H 2.91264 2.69013 -0.64478
H 2.44963 1.38708 -1.70697
H 4.64997 3.54744 -4.19103
H 4.82320 5.06981 -4.37716
C 2.81821 -0.58936 1.37408
O 3.65521 0.45438 1.80789
C 3.17315 0.91518 3.05620
C 3.44708 0.08383 4.24993
N 4.84159 -0.17547 4.61715
C 5.53114 -1.39259 4.05180
C 7.00952 -1.50977 4.43775
O 7.83083 -0.52526 3.75086
C 8.04084 -0.81113 2.32690
H 2.43202 -1.28287 2.12108
H 3.24507 -1.24363 0.61392
H 1.91558 -0.17126 0.92850
H 2.10377 1.12606 3.04721
H 3.79574 1.80981 3.06710
H 2.84419 -0.82187 4.31571
H 2.94112 0.61107 5.05871
H 5.24332 0.74271 4.49205
H 5.42040 -1.27058 2.97432
H 5.04792 -2.36798 4.10837
H 7.39997 -2.51284 4.26598
H 6.99429 -1.38099 5.52001
H 7.29392 -0.32656 1.69808
H 8.02404 -1.87586 2.09415
H 9.02513 -0.42927 2.05587
C -1.80451 2.48257 -2.90016
O -2.44920 1.20313 -3.15164
C -2.84124 0.98655 -4.42631
C -4.27616 1.49285 -4.90711
N -5.28424 0.80348 -4.10122
C -6.67303 0.97932 -4.68362
C -7.73464 0.78937 -3.56983
O -7.61152 1.82731 -2.56018
C -8.77527 2.06609 -1.77774
H -0.73048 2.37445 -2.74896
H -2.28626 2.76984 -1.96555
H -1.92798 3.18883 -3.72117
H -2.62525 -0.07836 -4.51233
H -2.16548 1.39751 -5.17635
H -4.37023 1.35551 -5.98432
H -4.37163 2.55420 -4.67791
H -5.37152 1.03488 -3.12197
H -6.94823 0.09798 -5.26293
H -6.82379 1.86927 -5.29465
H -7.67771 -0.21109 -3.14095
H -8.67791 0.89001 -4.10669
H -9.23930 1.11849 -1.50418
H -9.57181 2.60548 -2.29026
H -8.37005 2.55518 -0.89190
C -1.33719 0.30336 -0.07927
O -0.53602 0.18083 0.81875
N -2.31810 1.09945 0.01082
N -1.34466 -0.42874 -1.10937
H -2.40853 1.71313 0.80788
H -2.95350 1.08248 -0.77409
H -1.98738 -0.29377 -1.87670
H -0.51701 -0.98819 -1.25806
*
```

HOMO = -8.063 eV
Electronic energy = -2555.57944 Ha
SMILES = COC[C@H](C)N.COC[C@H](C)N.COC[C@H](C)N.COC[C@H](C)N.COC[C@H](C)N.COCCNCCOC.COCCNCCOC.NC(N)=O
Molecular weight = 772.13 g/mol
ΔE to the lowest compared entry with this formula, charge and spin = 438.7 kJ/mol